No. 1
2 unconnected molecules or ions with the total composition C2H2O4. Source: the Open Molecules 2025 dataset; level of theory: ωB97M-V with the def2-TZVPD basis set.

The expectation value of S² is 2.0064. As for the multiplicity: 3. The relative energy (zero: lowest compared OMol25 entry of this formula, charge and spin) is 0.0000 eV.

Last column: Löwdin spin population.
Element x y z (Å)
1 C 1.129 0.735 -0.853  0.0883
2 C -0.141 -0.369 0.339  1.0691
3 O 0.377 1.562 -1.158  0.1717
4 O 2.175 0.208 -0.768  0.1246
5 O -0.475 -1.378 -0.387  0.2576
6 O -1.060 0.037 1.246  0.2582
7 H -1.345 -1.596 -0.124  0.0216
8 H -0.661 0.799 1.705  0.0089


No. 2
A single C9H19N3O3 molecule. Source: the Open Molecules 2025 dataset; level of theory: ωB97M-V with the def2-TZVPD basis set.

The relative energy (zero: lowest compared OMol25 entry of this formula, charge and spin) is 2.9964 eV. Its SMILES is C[C@H](N)C(=O)N[C@@H](CCCCN)C(=O)O.

Last column: Mulliken charge in e.
Element x y z (Å)
1 C 3.161 -0.263 0.082  -1.0735
2 C 2.121 -1.235 -0.370  0.5103
3 N 2.772 -2.187 -1.351  -0.7002
4 C 0.741 -0.854 -0.844  -0.1395
5 O 0.056 -1.719 -1.271  -0.7002
6 N 0.332 0.495 -1.053  -0.2597
7 C 0.062 1.629 -0.170  0.8169
8 C -0.494 1.188 1.219  -0.5527
9 C -1.994 1.179 1.410  -1.2187
10 C -2.849 0.310 0.474  -0.7455
11 C -2.680 -1.184 0.831  -0.2421
12 N -2.732 -1.964 -0.415  -0.7114
13 C 1.302 2.497 -0.120  -0.1065
14 O 1.569 3.063 0.962  -0.5888
15 O 1.991 2.648 -1.279  -0.5196
16 H 3.788 -0.530 0.879  0.3891
17 H 2.651 0.668 0.415  0.2571
18 H 3.667 0.316 -0.762  0.2591
19 H 1.944 -1.969 0.442  0.1506
20 H 2.022 -2.799 -1.864  0.2766
21 H 3.287 -1.677 -2.107  0.3005
22 H -0.611 0.254 -1.300  0.2842
23 H -0.571 2.420 -0.640  0.2515
24 H -0.081 0.149 1.422  0.1497
25 H -0.020 1.769 1.955  0.6024
26 H -2.427 2.090 1.266  0.4847
27 H -2.307 1.012 2.396  0.5189
28 H -3.926 0.532 0.444  0.4177
29 H -2.616 0.404 -0.578  0.3404
30 H -1.652 -1.373 1.213  0.1128
31 H -3.379 -1.651 1.590  0.4146
32 H -3.032 -2.945 -0.187  0.2718
33 H -1.783 -2.143 -0.750  0.3110
34 H 1.685 1.869 -1.939  0.4381


No. 3
A molecular structure, C4H5O4Pm. Source: the Open Molecules 2025 dataset; level of theory: ωB97M-V with the def2-TZVPD basis set.

The expectation value of S² is 6.0223. As for the multiplicity: 5. The total charge is +4.

Last column: Löwdin spin population.
Element x y z (Å)
1 C 0.143 -1.511 2.709  -0.0002
2 O 0.821 -2.558 2.668  -0.0005
3 H -0.686 -1.429 3.425  0.0000
4 H 0.448 -3.314 3.162  0.0000
5 C 0.523 -0.414 1.813  -0.0028
6 C -0.550 0.088 0.901  -0.0037
7 H 0.709 0.436 2.513  0.0000
8 H 1.473 -0.600 1.292  0.0001
9 H -1.535 0.362 1.317  -0.0021
10 O -0.308 0.241 -0.283  -0.0334
11 C 0.057 2.546 -5.665  0.0002
12 O 0.650 3.096 -6.471  -0.0069
13 O -0.477 2.034 -4.758  -0.0131
14 Pm -1.270 1.023 -2.624  4.0625


No. 4
2 unconnected molecules or ions with the total composition C3H3Cl3O. Source: the Open Molecules 2025 dataset; level of theory: ωB97M-V with the def2-TZVPD basis set.

The expectation value of S² is 2.0083. As for the multiplicity: 3. The relative energy (zero: lowest compared OMol25 entry of this formula, charge and spin) is 1.5344 eV.

Last column: Löwdin spin population.
Element x y z (Å)
1 C 1.441 -1.105 0.375  0.4007
2 C 1.011 -0.566 -0.774  0.1748
3 C -1.403 0.797 0.885  0.6209
4 O 1.725 -1.551 1.361  0.2931
5 Cl -2.027 -0.151 -0.396  0.1358
6 Cl -2.652 1.390 1.968  0.1328
7 Cl -0.762 2.361 -0.002  0.1067
8 H 1.586 0.435 -1.042  0.0849
9 H -0.139 -0.419 -0.692  -0.0006
10 H 1.222 -1.190 -1.682  0.0508


No. 5
A single C16H22N2O5S molecule. Source: the Open Molecules 2025 dataset; level of theory: ωB97M-V with the def2-TZVPD basis set.

The relative energy (zero: lowest compared OMol25 entry of this formula, charge and spin) is 2.0187 eV. Its SMILES is Cc1ccc(C(=O)N2CCOCC2)cc1S(=O)(=O)N1CCOCC1.

Last column: Mulliken charge in e.
Element x y z (Å)
1 C 3.316 -0.238 -2.349  -1.9629
2 C 1.875 0.115 -2.163  1.1340
3 C 1.387 1.295 -2.731  -0.7441
4 C 0.070 1.679 -2.588  -0.9428
5 C -0.816 0.891 -1.857  0.4053
6 C -2.257 1.286 -1.779  0.2843
7 O -2.882 1.572 -2.784  -0.6637
8 N -2.829 1.267 -0.551  0.0611
9 C -2.141 1.243 0.720  -0.2346
10 C -2.361 2.587 1.433  -0.7838
11 O -3.729 2.872 1.587  -0.3718
12 C -4.381 2.925 0.336  -0.5256
13 C -4.235 1.599 -0.414  -0.8021
14 C -0.352 -0.296 -1.311  -0.4714
15 C 0.973 -0.669 -1.456  -0.0035
16 S 1.326 -2.187 -0.559  1.4780
17 O 2.654 -2.683 -0.806  -0.7311
18 O 0.236 -3.095 -0.750  -0.7572
19 N 1.170 -1.558 1.000  0.2464
20 C 2.336 -0.829 1.461  -0.6266
21 C 3.392 -1.774 2.045  -0.5461
22 O 2.835 -2.590 3.053  -0.4293
23 C 1.773 -3.368 2.545  -0.4485
24 C 0.656 -2.475 2.001  -0.8256
25 H 3.538 -1.216 -1.937  0.3200
26 H 3.949 0.507 -1.866  0.3587
27 H 3.560 -0.236 -3.410  0.5226
28 H 2.066 1.913 -3.299  0.4626
29 H -0.290 2.588 -3.045  0.4734
30 H -1.074 1.070 0.581  0.2967
31 H -2.561 0.438 1.334  0.1848
32 H -1.938 2.561 2.438  0.3552
33 H -1.873 3.386 0.852  0.3561
34 H -5.429 3.138 0.547  0.3521
35 H -3.958 3.738 -0.273  0.3123
36 H -4.665 1.671 -1.414  0.4630
37 H -4.729 0.801 0.149  0.2980
38 H -1.008 -0.970 -0.784  0.6115
39 H 2.744 -0.280 0.612  0.3297
40 H 2.004 -0.120 2.227  0.3696
41 H 4.196 -1.210 2.520  0.3974
42 H 3.798 -2.397 1.237  0.3147
43 H 1.417 -3.978 3.377  0.3814
44 H 2.136 -4.019 1.736  0.3038
45 H -0.117 -3.075 1.522  0.4577
46 H 0.221 -1.879 2.810  0.3403


No. 6
3 unconnected molecules or ions with the total composition C5H16NO. Source: the Open Molecules 2025 dataset; level of theory: ωB97M-V with the def2-TZVPD basis set.

The relative energy (zero: lowest compared OMol25 entry of this formula, charge and spin) is 5.5102 eV. The total charge is +1.

Last column: Mulliken charge in e.
Element x y z (Å)
1 C -0.188 -1.465 1.789  -1.2454
2 C -0.381 -1.444 0.264  -0.0545
3 C -1.355 -0.329 -0.210  -0.1499
4 C -0.836 0.553 -1.286  -0.5305
5 C -0.563 -0.199 -2.715  -0.9835
6 N 2.748 0.773 1.006  -0.6231
7 H 0.212 -0.427 1.997  0.2947
8 H 0.543 -2.166 2.248  0.3350
9 H 0.607 -0.991 -0.241  0.2359
10 H -0.692 -2.366 -0.213  0.4144
11 H -2.344 -0.673 -0.391  0.3446
12 H -0.979 1.126 1.160  0.3123
13 H -1.556 1.313 -1.572  0.5146
14 H 0.075 1.170 -1.080  0.3294
15 H 0.461 -0.853 -2.679  0.3034
16 H -0.309 0.665 -3.408  0.3606
17 H -1.390 -0.833 -3.040  0.3652
18 H -1.060 -1.468 2.412  0.3656
19 H 3.434 0.395 1.520  0.2126
20 H 2.417 1.467 1.703  0.2070
21 H -1.339 2.629 1.363  0.3141
22 H 3.075 1.059 0.069  0.2168
23 O -0.580 2.065 1.305  -0.5396


No. 7
2 unconnected molecules or ions with the total composition C2H6FO2P. Source: the Open Molecules 2025 dataset; level of theory: ωB97M-V with the def2-TZVPD basis set.

The relative energy (zero: lowest compared OMol25 entry of this formula, charge and spin) is 2.8200 eV.

Last column: Mulliken charge in e.
Element x y z (Å)
1 C 0.613 1.551 0.564  -0.6855
2 C -0.015 0.200 0.990  -0.2520
3 O -1.227 -1.262 -2.286  -0.4164
4 O -0.756 -0.274 -0.161  -0.1808
5 F 0.714 -2.823 -0.430  -0.6504
6 P 0.063 -0.811 -1.426  0.5907
7 H 0.100 2.510 0.340  0.2622
8 H 1.371 1.817 1.286  0.2931
9 H 0.968 1.161 -0.422  0.1532
10 H -0.793 0.180 1.892  0.2447
11 H 0.829 -0.491 1.359  0.2726
12 H -1.868 -1.757 -1.705  0.3685


We obtain E_tot values of -378.21167, -744.25537, -1062.84101, -1571.69661, -1506.76308, -329.67835, -671.47207 a.u. for the records listed above, in that order.